This record from the OMol25 dataset describes an isolated ion of composition C9H14N3 and charge +1. The level of theory is the ωB97M-V functional and the def2-TZVPD basis.

Geometry as ORCA input:
```
! wB97M-V def2-TZVPD RIJCOSX def2/J DEFGRID3
* xyz 1 1
C 0.73 -2.27 -1.92
C -0.56 -1.79 -1.53
C 1.60 -1.24 -1.70
C -0.37 -0.54 -0.98
C -1.35 0.20 -0.23
C 1.44 1.22 -1.18
C -0.25 0.36 1.92
C 0.06 1.63 2.61
C 0.45 -0.74 2.14
N 0.96 -0.14 -1.20
N -1.34 0.42 1.07
N -2.44 0.36 -0.97
H 1.14 -3.22 -2.27
H -1.37 -2.38 -1.36
H 2.65 -1.27 -2.02
H 1.87 1.47 -2.15
H 2.20 1.31 -0.41
H -0.44 2.43 2.03
H 1.16 1.79 2.43
H -0.25 1.49 3.64
H 1.17 -0.68 2.88
H 0.56 1.91 -1.22
H 0.18 -1.84 1.67
H -2.10 0.91 1.43
H -2.34 0.13 -1.95
H -3.36 0.49 -0.73
*
```

Summary:
LUMO	-3.509	eV
SMILES string	C=C(C)NC(=[NH2+])c1cccn1C
relative energy (zero: lowest compared OMol25 entry of this formula, charge and spin)	151.03	kJ/mol
HOMO level	-12.37	eV

This record from the OMol25 dataset describes a 2-piece molecular cluster, C9H14N3O overall. The level of theory is the ωB97M-V functional and the def2-TZVPD basis.

Geometry as ORCA input:
```
! wB97M-V def2-TZVPD RIJCOSX def2/J DEFGRID3
* xyz 1 1
C -4.70 1.02 1.01
C -3.23 -0.20 0.16
C -1.71 -1.63 -1.61
C -2.19 -2.50 -0.49
C -2.65 -1.26 -0.49
C 0.25 0.55 0.44
C 0.04 -0.32 1.64
C 2.72 0.28 0.16
C 1.48 1.62 -1.43
N -4.39 -0.20 0.85
N -2.95 1.07 -0.15
N 1.38 0.86 -0.17
O -3.85 1.85 0.44
H -5.42 1.31 1.72
H -0.71 -1.39 -1.58
H -2.20 -1.81 -2.48
H -2.26 -3.53 0.04
H 0.11 0.26 2.59
H 0.83 -1.08 1.67
H -0.99 -0.87 1.44
H 3.16 -0.24 -0.63
H 3.30 1.10 0.49
H 2.79 -0.50 0.88
H 2.29 1.00 -1.98
H 0.41 1.71 -1.74
H 1.93 2.62 -1.23
H -0.68 0.87 -0.06
*
```

Summary:
LUMO	-4.183	eV
relative energy (zero: lowest compared OMol25 entry of this formula, charge and spin)	406.19	kJ/mol
HOMO level	-12.51	eV

This record from the OMol25 dataset describes a 2-piece molecular cluster, C9H14N3O2 overall. The level of theory is the ωB97M-V functional and the def2-TZVPD basis.

Geometry as ORCA input:
```
! wB97M-V def2-TZVPD RIJCOSX def2/J DEFGRID3
* xyz 1 1
C -3.74 1.80 0.62
C -2.84 1.44 1.30
N -1.67 1.12 1.95
C -1.10 -0.07 2.00
N 0.03 0.07 2.71
C 0.16 1.37 3.13
N 1.19 1.88 3.92
C -0.92 2.05 2.66
H -4.55 2.13 0.00
H -1.49 -0.96 1.53
H 0.69 -0.67 2.90
H 1.95 1.22 4.03
H 1.59 2.71 3.50
H -1.20 3.08 2.80
O -1.38 -1.74 -0.79
C -0.49 -1.37 -1.51
O -0.03 -2.18 -2.46
C 0.89 -1.77 -3.48
C 2.33 -1.87 -3.02
C 0.15 -0.01 -1.29
H 0.64 -0.77 -3.84
H 0.71 -2.45 -4.31
H 2.54 -1.20 -2.18
H 3.01 -1.62 -3.84
H 2.55 -2.89 -2.69
H 0.92 -0.13 -0.53
H -0.63 0.65 -0.92
H 0.59 0.45 -2.17
*
```

Summary:
LUMO	-3.373	eV
relative energy (zero: lowest compared OMol25 entry of this formula, charge and spin)	114.46	kJ/mol
HOMO level	-13.16	eV

This record from the OMol25 dataset describes a 2-piece molecular cluster, C9H14N4O2 overall. The level of theory is the ωB97M-V functional and the def2-TZVPD basis.

Geometry as ORCA input:
```
! wB97M-V def2-TZVPD RIJCOSX def2/J DEFGRID3
* xyz 0 3
C 3.17 0.83 -0.44
C 2.67 0.32 0.71
C 2.50 0.59 -1.69
C 1.62 -0.60 0.66
C 1.33 -0.06 -1.63
C 0.85 -0.78 -0.47
C -2.48 0.40 0.45
C -0.32 -1.69 -0.58
C -1.22 0.92 0.68
N -0.88 -2.16 -1.64
N -0.76 -2.22 0.65
N -0.77 1.74 -0.28
N -0.52 0.99 1.88
O -3.07 -0.47 1.36
O -2.88 0.34 -0.86
H 4.06 1.59 -0.46
H 2.96 0.55 1.69
H 2.78 1.14 -2.57
H 1.61 -1.00 1.67
H 0.80 -0.03 -2.66
H -3.13 -0.49 -1.22
H -0.42 -1.88 -2.51
H -1.70 -2.54 0.69
H -0.73 -1.67 1.50
H 0.17 2.05 -0.12
H -0.79 1.44 -1.22
H -3.83 0.03 1.72
H -1.06 0.85 2.74
H 0.06 1.80 1.94
*
```

Summary:
<S²>	2.006
LUMO (alpha / beta)	0.340 / -0.849	eV
relative energy (zero: lowest compared OMol25 entry of this formula, charge and spin)	0.00	kJ/mol
HOMO level (alpha / beta)	-3.86 / -8.72	eV

This record from the OMol25 dataset describes a 4-piece molecular cluster, C9H14N4O8 overall. The level of theory is the ωB97M-V functional and the def2-TZVPD basis.

Geometry as ORCA input:
```
! wB97M-V def2-TZVPD RIJCOSX def2/J DEFGRID3
* xyz 0 1
C -0.36 -0.17 -4.05
N 0.18 1.25 -4.29
O 1.41 1.36 -4.40
O -0.65 2.15 -4.30
H -0.43 -0.23 -2.96
H 0.30 -0.96 -4.41
H -1.33 -0.20 -4.54
C 1.38 -6.73 1.08
N 1.66 -6.01 -0.22
O 2.60 -5.19 -0.31
O 0.87 -6.09 -1.12
H 1.13 -7.75 0.78
H 0.51 -6.23 1.51
H 2.26 -6.67 1.72
C 6.16 5.80 -2.33
N 5.65 5.57 -0.91
O 4.52 5.12 -0.83
O 6.43 5.75 0.03
H 6.22 4.86 -2.87
H 7.21 6.08 -2.25
H 5.55 6.55 -2.84
C -4.78 0.98 1.36
C -3.43 1.22 1.48
C -2.58 0.68 2.43
C -3.13 -0.30 3.31
C -4.50 -0.61 3.15
C -5.33 0.02 2.22
N -2.25 -0.91 4.31
O -1.03 -0.91 4.19
O -2.83 -1.40 5.29
H -5.36 1.52 0.63
H -3.03 1.89 0.74
H -1.58 1.08 2.43
H -5.04 -1.30 3.79
H -6.39 -0.22 2.16
*
```

Summary:
LUMO	-0.714	eV
SMILES string	O=[N+]([O-])c1ccccc1.C[N+](=O)[O-].C[N+](=O)[O-].C[N+](=O)[O-]
relative energy (zero: lowest compared OMol25 entry of this formula, charge and spin)	97.24	kJ/mol
HOMO level	-10.21	eV

This record from the OMol25 dataset describes a 2-piece molecular cluster, C9H14N5S overall. The level of theory is the ωB97M-V functional and the def2-TZVPD basis.

Geometry as ORCA input:
```
! wB97M-V def2-TZVPD RIJCOSX def2/J DEFGRID3
* xyz 1 1
C -1.49 0.39 -4.55
C -0.25 -0.24 -4.95
C -1.54 1.06 -3.39
C 0.78 -0.25 -3.99
C -0.43 1.05 -2.46
C -0.51 1.49 -1.09
C 0.01 -1.32 2.36
C 1.75 -0.87 3.80
C -0.16 -2.25 4.62
N 0.64 0.34 -2.78
N -1.59 2.13 -0.55
N 0.68 1.59 0.94
N 0.46 -1.43 3.54
N 0.54 1.23 -0.34
S -0.46 -1.27 0.89
H -2.39 0.41 -5.22
H -0.08 -0.66 -5.87
H -2.47 1.47 -2.94
H 1.72 -0.77 -4.16
H 2.13 -0.40 2.91
H 1.57 -0.24 4.60
H 2.59 -1.48 4.29
H -0.87 -2.85 4.01
H 0.55 -2.90 5.25
H -0.69 -1.58 5.28
H -1.98 2.85 -1.24
H -1.44 2.50 0.37
H 1.62 1.38 1.41
H 1.31 0.61 -0.73
*
```

Summary:
LUMO (alpha / beta)	-5.060 / -5.060	eV
relative energy (zero: lowest compared OMol25 entry of this formula, charge and spin)	129.83	kJ/mol
HOMO level (alpha / beta)	-9.88 / -9.88	eV

This record from the OMol25 dataset describes C9H14NNiO6S3 as an isolated structure. The level of theory is the ωB97M-V functional and the def2-TZVPD basis.

Geometry as ORCA input:
```
! wB97M-V def2-TZVPD RIJCOSX def2/J DEFGRID3
* xyz 1 3
O 6.89 -2.63 -0.36
C 6.58 -1.71 0.38
O 6.67 -1.80 1.63
O 6.12 -0.51 -0.12
S 4.51 -0.76 -0.67
O 3.89 -1.48 0.39
O 3.98 0.77 -0.65
C 3.01 1.07 0.36
C 1.62 0.50 0.04
C 0.51 1.42 0.58
S -0.39 2.22 -0.78
C -1.78 1.22 -1.10
S -2.20 1.07 -2.70
N -2.49 0.64 -0.09
C -3.94 0.59 -0.32
C -4.59 -0.04 0.89
O -4.10 -1.34 1.19
C -3.02 -1.74 0.39
C -1.93 -0.68 0.32
H 3.35 0.80 1.36
H 2.92 2.15 0.35
H 1.54 0.32 -1.02
H 1.55 -0.42 0.61
H -0.16 0.91 1.26
H 0.98 2.20 1.16
H -4.28 1.62 -0.39
H -4.23 0.03 -1.20
H -4.54 0.59 1.77
H -5.65 -0.16 0.64
H -2.61 -2.65 0.81
H -3.35 -2.00 -0.62
H -1.55 -0.57 1.33
H -1.11 -1.03 -0.29
Ni -2.20 1.34 -5.15
*
```

Summary:
<S²>	2.010
LUMO (alpha / beta)	-5.695 / -5.680	eV
HOMO level (alpha / beta)	-12.54 / -12.55	eV

This record from the OMol25 dataset describes an isolated ion of composition C9H14NO3 and charge +1. The level of theory is the ωB97M-V functional and the def2-TZVPD basis.

Geometry as ORCA input:
```
! wB97M-V def2-TZVPD RIJCOSX def2/J DEFGRID3
* xyz 1 1
C -1.98 1.99 0.51
C -2.76 0.95 1.14
C -1.19 1.84 -0.56
C -2.78 -0.33 0.87
C -1.02 0.53 -1.27
C -1.23 -2.54 -0.97
C -0.36 -0.46 -0.36
C 2.11 0.07 -0.46
C 3.27 0.04 0.53
N 0.84 0.02 0.33
O -2.88 -1.48 0.73
O -0.41 -1.76 -0.38
O 2.94 -0.95 1.48
H -2.09 2.97 0.95
H -3.46 1.26 1.91
H -0.68 2.70 -0.97
H -2.01 0.14 -1.53
H -0.47 0.67 -2.20
H -1.15 -3.58 -0.71
H -1.97 -2.20 -1.67
H 2.14 -0.82 -1.09
H 2.14 0.96 -1.09
H 4.20 -0.20 -0.01
H 3.39 1.02 1.02
H 0.62 0.96 0.71
H 1.09 -0.61 1.12
H 3.71 -1.19 2.00
*
```

Summary:
LUMO (alpha / beta)	-3.349 / -2.943	eV
relative energy (zero: lowest compared OMol25 entry of this formula, charge and spin)	437.70	kJ/mol
HOMO level (alpha / beta)	-11.41 / -11.52	eV

This record from the OMol25 dataset describes a 2-piece molecular cluster, C9H14O overall. The level of theory is the ωB97M-V functional and the def2-TZVPD basis.

Geometry as ORCA input:
```
! wB97M-V def2-TZVPD RIJCOSX def2/J DEFGRID3
* xyz 0 1
C 3.45 -1.15 -1.39
C 1.92 -1.35 -1.46
H 3.81 -1.77 -0.58
H 4.00 -1.33 -2.30
H 3.49 -0.11 -1.12
H 1.51 -2.30 -1.87
H 1.63 -0.66 -2.26
H 1.32 -1.31 -0.56
C -2.94 0.05 2.45
C -1.42 1.42 -0.79
C -0.08 1.08 -0.53
C -2.40 1.00 0.08
C -2.05 0.36 1.27
C 0.30 0.25 0.52
C -0.78 -0.15 1.34
O 0.76 1.80 -1.36
H -1.61 2.01 -1.70
H -3.46 1.27 -0.06
H 1.28 -0.10 0.82
H 1.43 2.23 -0.82
H -2.34 -0.16 3.31
H -3.47 -0.90 2.14
H -0.63 -0.96 2.07
H -3.70 0.78 2.80
*
```

Summary:
LUMO	0.881	eV
SMILES string	Cc1ccc(O)cc1.CC
relative energy (zero: lowest compared OMol25 entry of this formula, charge and spin)	144.62	kJ/mol
HOMO level	-8.43	eV

This record from the OMol25 dataset describes a 2-piece molecular cluster, C9H14O overall. The level of theory is the ωB97M-V functional and the def2-TZVPD basis.

Geometry as ORCA input:
```
! wB97M-V def2-TZVPD RIJCOSX def2/J DEFGRID3
* xyz 0 1
C 0.12 3.28 0.06
C -0.44 3.82 1.40
H -0.59 3.30 -0.79
H 1.02 3.86 -0.22
H 0.27 2.23 0.15
H -0.33 3.32 2.44
H -1.58 4.03 1.26
H 0.01 4.84 1.57
C -2.08 0.48 0.60
C 1.18 -1.79 -0.55
C 0.65 -2.05 0.70
C 0.57 -0.99 -1.56
C -0.52 -1.37 1.08
C -0.58 -0.33 -1.24
C -1.01 -0.49 0.09
O 2.23 -2.55 -1.05
H 1.08 -2.75 1.39
H 3.07 -2.11 -0.89
H 1.05 -0.79 -2.49
H -0.96 -1.61 2.05
H -1.20 0.30 -1.90
H -2.48 0.34 1.63
H -3.02 0.59 0.03
H -1.57 1.51 0.76
*
```

Summary:
LUMO	0.890	eV
SMILES string	Cc1ccc(O)cc1.CC
relative energy (zero: lowest compared OMol25 entry of this formula, charge and spin)	157.84	kJ/mol
HOMO level	-8.55	eV

This record from the OMol25 dataset describes a 2-piece molecular cluster, C9H14O overall. The level of theory is the ωB97M-V functional and the def2-TZVPD basis.

Geometry as ORCA input:
```
! wB97M-V def2-TZVPD RIJCOSX def2/J DEFGRID3
* xyz 0 1
C 1.62 1.30 -1.09
C 0.82 2.18 1.11
C 1.18 1.07 0.31
C 0.42 1.93 2.39
C 0.24 0.65 2.90
C 1.14 -0.22 0.84
C 0.51 -0.43 2.08
H 1.06 3.17 0.76
H 0.09 2.68 3.13
H 1.84 2.39 -1.27
H 0.95 0.89 -1.87
H -0.21 0.33 3.83
H 1.73 -1.04 0.46
H 0.18 -1.39 2.46
H 2.56 0.80 -1.31
C -1.63 -2.20 -1.86
C -1.79 -0.93 -1.02
O -0.54 -2.09 -2.77
H -1.36 -3.01 -1.17
H -2.48 -2.68 -2.37
H -2.27 -1.23 -0.08
H -0.82 -1.58 -3.53
H -2.40 -0.06 -1.33
H -0.82 -0.55 -0.61
*
```

Summary:
LUMO	0.939	eV
SMILES string	Cc1ccccc1.CCO
relative energy (zero: lowest compared OMol25 entry of this formula, charge and spin)	128.74	kJ/mol
HOMO level	-8.93	eV

This record from the OMol25 dataset describes a 2-piece molecular cluster, C9H14O overall. The level of theory is the ωB97M-V functional and the def2-TZVPD basis.

Geometry as ORCA input:
```
! wB97M-V def2-TZVPD RIJCOSX def2/J DEFGRID3
* xyz 0 1
C -2.67 -2.24 0.52
C -1.90 -2.52 1.84
H -3.64 -1.84 0.77
H -2.12 -1.62 -0.18
H -2.94 -3.18 0.03
H -1.23 -1.67 1.99
H -1.31 -3.42 1.84
H -2.61 -2.39 2.65
C 0.62 2.28 -2.72
C 1.63 0.39 0.99
C 0.52 -0.05 0.27
C 2.50 1.31 0.44
C 0.10 0.73 -0.80
C 2.10 2.00 -0.70
C 0.92 1.70 -1.37
O 1.93 -0.17 2.20
H -0.09 -0.92 0.48
H 1.14 -0.38 2.69
H 3.46 1.50 0.89
H -0.74 0.46 -1.43
H 2.76 2.76 -1.08
H 1.50 2.43 -3.34
H 0.06 3.21 -2.65
H -0.01 1.63 -3.34
*
```

Summary:
LUMO	0.874	eV
SMILES string	Cc1ccc(O)cc1.CC
relative energy (zero: lowest compared OMol25 entry of this formula, charge and spin)	69.40	kJ/mol
HOMO level	-8.38	eV

| no. | E_tot (eV) |
| --- | --- |
| 1 | -14022.416 |
| 2 | -16065.543 |
| 3 | -18116.917 |
| 4 | -19610.378 |
| 5 | -31888.108 |
| 6 | -27835.041 |
| 7 | -96870.678 |
| 8 | -17181.407 |
| 9 | -11606.138 |
| 10 | -11606.001 |
| 11 | -11606.302 |
| 12 | -11606.917 |